[1]
{
  "formula": "C20H39ClIN7O4P2",
  "method": "ωB97M-V with the def2-TZVPD basis set",
  "species": ["O", "C", "N", "C", "O", "C", "C", "C", "C", "C", "I", "C", "Cl", "H", "H", "H", "C", "N", "C", "P", "O", "N", "C", "C", "N", "C", "C", "H", "H", "H", "H", "H", "H", "H", "H", "H", "H", "H", "H", "H", "H", "H", "H", "H", "H", "C", "N", "C", "P", "O", "N", "C", "C", "N", "C", "C", "H", "H", "H", "H", "H", "H", "H", "H", "H", "H", "H", "H", "H", "H", "H", "H", "H", "H"],
  "xyz": [[3.190, -6.422, 2.540], [2.387, -5.533, 2.606], [2.806, -4.142, 2.497], [1.581, -3.375, 2.344], [1.509, -2.208, 2.073], [0.352, -4.272, 2.628], [0.857, -5.642, 2.798], [-0.002, -6.772, 3.080], [-1.438, -6.472, 3.219], [-1.944, -5.094, 3.082], [-4.060, -4.701, 3.330], [-1.053, -3.960, 2.766], [-1.621, -2.302, 2.556], [3.305, -3.778, 3.318], [0.425, -7.791, 3.171], [-2.142, -7.312, 3.429], [1.902, -1.663, -4.174], [3.048, -0.771, -4.226], [4.118, -1.434, -4.971], [3.593, 0.265, -2.952], [4.295, 1.250, -3.885], [2.330, 1.392, -2.555], [1.161, 1.526, -3.411], [2.808, 2.720, -2.177], [2.930, -0.861, -1.751], [2.250, -0.358, -0.549], [4.003, -1.768, -1.283], [2.124, -2.600, -3.648], [1.588, -1.921, -5.191], [1.034, -1.215, -3.697], [4.488, -2.320, -4.440], [4.965, -0.767, -5.135], [3.768, -1.745, -5.959], [1.427, 1.624, -4.469], [0.566, 2.398, -3.126], [0.487, 0.678, -3.279], [3.047, 3.337, -3.051], [3.707, 2.646, -1.560], [2.054, 3.243, -1.580], [2.859, 0.374, -0.010], [2.020, -1.178, 0.137], [1.286, 0.085, -0.790], [4.752, -1.233, -0.691], [4.519, -2.232, -2.129], [3.593, -2.582, -0.682], [-4.134, 2.718, -0.661], [-3.966, 1.888, 0.520], [-5.232, 1.206, 0.791], [-3.051, 2.293, 1.930], [-2.809, 0.843, 2.343], [-1.393, 2.542, 1.474], [-0.925, 2.167, 0.147], [-0.422, 2.097, 2.473], [-3.363, 4.017, 1.640], [-2.306, 5.016, 1.858], [-4.529, 4.448, 2.445], [-4.893, 3.498, -0.520], [-4.450, 2.099, -1.506], [-3.214, 3.205, -0.974], [-6.020, 1.918, 1.070], [-5.133, 0.486, 1.604], [-5.567, 0.647, -0.086], [-1.242, 1.157, -0.138], [0.166, 2.212, 0.089], [-1.271, 2.883, -0.600], [-0.246, 1.016, 2.424], [-0.767, 2.338, 3.482], [0.534, 2.610, 2.332], [-1.858, 4.931, 2.851], [-2.711, 6.028, 1.754], [-1.526, 4.943, 1.104], [-4.302, 4.446, 3.516], [-5.381, 3.782, 2.285], [-4.856, 5.450, 2.155]],
  "atomic_forces_ev_per_a": [[-0.62, 0.09, 0.23], [0.25, -0.42, 0.50], [-2.48, 0.05, 0.25], [-1.14, 0.08, 0.47], [0.52, -0.51, 0.23], [-0.20, -2.17, 0.36], [-1.33, 1.42, -0.24], [-0.80, 2.38, -0.39], [1.48, 1.39, -0.38], [1.47, -0.27, -0.25], [1.39, -0.38, -0.15], [0.71, -1.68, 0.08], [0.30, -1.43, 0.24], [0.29, -0.38, -0.68], [-0.53, 0.85, -0.03], [0.62, 1.02, -0.18], [-0.08, -0.23, 0.43], [0.45, -0.66, -0.20], [0.26, 0.41, -0.26], [-6.41, 1.58, -4.22], [3.22, -1.28, 2.23], [-0.81, 0.64, 0.77], [0.01, -0.49, -0.05], [0.26, -0.15, 0.02], [2.87, 0.56, 1.55], [-0.45, 0.23, 0.28], [0.01, -0.63, -0.29], [-0.05, -0.07, 0.00], [0.22, 0.10, -0.04], [0.16, 0.09, 0.14], [-0.06, -0.16, -0.10], [-0.13, 0.10, 0.12], [-0.10, -0.03, 0.08], [-0.09, -0.01, -0.09], [0.26, 0.08, 0.11], [0.03, -0.09, -0.18], [0.11, 0.03, 0.05], [0.01, 0.04, -0.08], [-0.09, -0.13, -0.04], [-0.14, -0.01, 0.12], [0.42, -0.12, -0.22], [0.24, 0.16, -0.20], [-0.08, -0.14, 0.14], [-0.04, 0.11, -0.10], [-0.06, 0.13, 0.00], [-0.04, 0.50, 0.07], [-0.84, 0.00, 0.09], [0.14, -0.49, 0.21], [3.51, -2.08, -6.86], [-2.08, 1.22, 3.32], [1.06, 0.68, -0.05], [-0.40, 0.17, -0.16], [-0.23, -0.02, 0.18], [-0.57, 0.15, 3.26], [0.49, 0.19, -0.10], [-0.59, 0.02, -0.32], [-0.04, 0.04, -0.06], [-0.03, -0.15, 0.19], [0.03, 0.01, 0.22], [-0.13, 0.00, -0.15], [0.18, 0.09, -0.01], [0.05, 0.12, -0.05], [0.02, -0.05, -0.12], [-0.04, -0.04, 0.29], [-0.14, -0.12, -0.10], [0.00, -0.01, 0.11], [0.00, -0.08, -0.01], [-0.09, 0.05, -0.14], [0.09, 0.14, -0.06], [-0.38, -0.19, 0.15], [-0.03, -0.31, 0.15], [-0.05, 0.20, -0.03], [0.09, -0.11, -0.05], [0.12, -0.05, -0.02]],
  "spin_multiplicity": 1,
  "fmax_ha_per_bohr": 0.1552,
  "smiles": "O=C1NC(=O)c2c1ccc(I)c2Cl.CN(C)P(=O)(N(C)C)N(C)C.CN(C)P(=O)(N(C)C)N(C)C",
  "gap_ev": 6.855,
  "homo_energy_ha": -0.284,
  "energy_ev": -79188.8037
}

[2]
{
  "formula": "C20H39ClO3Pb",
  "method": "ωB97M-V with the def2-TZVPD basis set",
  "species": ["C", "C", "C", "C", "C", "C", "C", "C", "C", "C", "C", "C", "C", "C", "C", "O", "C", "C", "O", "C", "C", "C", "O", "Cl", "H", "H", "H", "H", "H", "H", "H", "H", "H", "H", "H", "H", "H", "H", "H", "H", "H", "H", "H", "H", "H", "H", "H", "H", "H", "H", "H", "H", "H", "H", "H", "H", "H", "H", "H", "H", "H", "H", "H", "Pb"],
  "xyz": [[2.893, 3.729, -0.806], [3.723, 2.320, -0.967], [4.272, 2.033, -2.504], [3.719, 0.612, -3.107], [4.756, -0.667, -2.857], [4.348, -1.389, -1.414], [5.385, -0.936, -0.184], [5.218, -1.941, 1.140], [4.318, -1.233, 2.349], [2.938, -0.688, 1.641], [1.644, -0.611, 2.695], [0.324, -1.047, 1.767], [-1.084, -0.388, 2.289], [-2.310, -1.046, 1.388], [-3.216, 0.105, 0.594], [-4.617, -0.168, 0.951], [-5.536, 0.053, -0.176], [-7.006, 0.566, 0.399], [-7.334, 1.855, -0.239], [-8.820, 1.903, -0.260], [-5.629, -1.175, -1.255], [-5.900, -2.657, -0.613], [-6.055, -3.679, -1.499], [-6.068, -3.086, 1.180], [1.739, 3.479, -0.855], [3.160, 4.322, 0.190], [3.176, 4.401, -1.722], [4.653, 2.332, -0.244], [2.955, 1.451, -0.734], [5.458, 1.954, -2.461], [3.938, 2.913, -3.205], [3.653, 0.731, -4.286], [2.631, 0.382, -2.739], [5.891, -0.321, -2.867], [4.509, -1.438, -3.728], [4.304, -2.567, -1.502], [3.228, -1.038, -1.196], [6.499, -1.035, -0.558], [5.167, 0.184, 0.106], [6.255, -2.332, 1.543], [4.648, -2.902, 0.721], [4.096, -1.968, 3.246], [4.950, -0.310, 2.758], [3.138, 0.363, 1.154], [2.626, -1.518, 0.844], [1.759, -1.421, 3.545], [1.490, 0.484, 3.121], [0.540, -0.570, 0.698], [0.250, -2.203, 1.600], [-1.106, 0.787, 2.246], [-1.198, -0.673, 3.442], [-1.881, -1.746, 0.547], [-3.020, -1.621, 2.155], [-3.006, 0.150, -0.556], [-2.963, 1.182, 1.043], [-5.099, 0.989, -0.776], [-6.831, 0.797, 1.546], [-7.775, -0.292, 0.195], [-9.109, 2.821, -0.927], [-9.279, 0.948, -0.783], [-9.164, 1.982, 0.860], [-4.703, -1.245, -1.996], [-6.565, -0.939, -1.957], [1.021, 1.021, 1.021]],
  "atomic_forces_ev_per_a": [[0.29, -0.16, -0.18], [0.35, 0.78, -0.32], [-0.02, -0.57, 0.30], [1.09, 0.28, -1.36], [-1.56, -0.23, 0.31], [0.39, 0.29, -0.07], [-0.27, -0.72, 0.04], [-0.57, -0.31, -0.44], [1.25, 0.52, -0.71], [-0.22, -1.75, 1.11], [0.27, -1.34, -0.87], [-0.88, -0.75, 2.03], [-0.30, -1.65, 0.11], [-0.50, 0.72, -0.10], [-0.07, 0.32, 1.38], [1.20, 0.15, -2.05], [-0.24, 1.66, -1.29], [1.92, -0.12, 0.59], [-1.63, -2.78, 0.29], [-0.23, 0.44, -0.35], [-0.61, 0.18, 0.44], [-0.94, -5.59, -5.96], [1.17, 7.00, 6.28], [0.29, 1.01, -2.21], [2.15, 0.85, 0.05], [-0.69, -1.38, -2.15], [-0.76, -1.14, 1.88], [-2.09, -0.31, -1.22], [1.49, 1.05, -0.18], [-2.61, 0.42, -0.20], [0.75, -1.69, 1.44], [0.05, -0.14, 2.51], [1.98, 0.31, -0.56], [-2.53, -0.80, -0.09], [0.89, 1.65, 1.92], [0.31, 2.44, 0.17], [2.27, -0.74, -0.26], [-2.37, 0.33, 0.65], [0.64, -2.15, -0.54], [-2.17, 1.07, -0.70], [1.13, 1.98, 1.16], [0.26, 1.48, -1.95], [-1.50, -2.00, -0.75], [0.40, -1.87, 0.49], [0.78, 2.07, 1.42], [-0.32, 2.06, -1.47], [0.39, -2.15, 0.37], [-1.45, -4.76, -0.01], [0.28, 2.31, 0.16], [-0.03, -1.77, 0.12], [0.34, 0.74, -2.52], [-0.78, 1.05, 1.94], [1.51, 1.19, -2.03], [-0.52, -0.38, 2.09], [-0.38, -2.05, -0.92], [-1.15, -1.90, 1.10], [-0.61, -0.89, -2.19], [1.17, 1.83, 0.50], [0.51, -1.65, 1.64], [0.99, 1.82, 1.17], [0.25, -0.03, -2.32], [-1.87, -0.06, 1.84], [2.00, -0.67, 1.60], [1.12, 6.52, -1.12]],
  "spin_multiplicity": 1,
  "fmax_ha_per_bohr": 0.1844,
  "gap_ev": 4.298,
  "homo_energy_ha": -0.503,
  "energy_ev": -45254.5053,
  "charge": 2
}